Density functional theory data (the ωB97M-V functional and the def2-TZVPD basis) for a structure of composition C25H40GeN7O4RuS2.

Element x y z (Å)
Ru  0.043  0.117  0.649
N  7.226  1.276  -4.028
C  6.378  1.113  -2.942
C  6.391  2.031  -1.889
C  5.576  1.850  -0.789
C  4.743  0.740  -0.723
C  4.731  -0.186  -1.756
C  5.538  -0.001  -2.862
S  3.735  0.480  0.693
O  3.706  -0.944  0.935
O  4.217  1.361  1.720
N  2.206  0.849  0.271
C  1.901  2.096  -0.177
N  0.577  2.223  -0.416
C  0.140  3.378  -0.886
C  0.990  4.441  -1.128
C  2.330  4.218  -0.836
N  2.798  3.072  -0.364
H  7.596  2.199  -4.174
H  6.967  0.804  -4.877
H  7.048  2.892  -1.941
H  5.570  2.557  0.028
H  4.098  -1.059  -1.681
H  5.535  -0.728  -3.667
H  -0.927  3.444  -1.077
H  0.632  5.382  -1.516
H  3.066  5.001  -0.987
C  -0.567  -1.480  5.228
Ge  0.217  0.078  4.332
C  2.138  -0.145  4.151
C  -0.158  1.596  5.528
C  -0.638  0.342  2.626
H  -0.104  -1.619  6.208
H  -0.430  -2.390  4.641
H  -1.637  -1.318  5.370
H  2.650  -0.010  5.106
H  2.533  0.588  3.451
H  2.379  -1.139  3.769
H  0.187  1.372  6.540
H  -1.234  1.779  5.564
H  0.340  2.505  5.186
H  -1.728  0.247  2.701
C  -4.432  -1.887  -1.562
N  -3.974  -0.671  -0.899
C  -4.794  0.056  -0.113
C  -4.355  1.126  0.575
C  -2.955  1.410  0.503
N  -2.127  0.685  -0.239
C  -2.611  -0.338  -1.022
O  -1.904  -0.983  -1.774
N  -2.451  2.445  1.200
H  -5.514  -1.848  -1.658
H  -4.144  -2.765  -0.984
H  -3.973  -1.951  -2.543
H  -5.826  -0.270  -0.075
H  -5.021  1.712  1.188
H  -3.008  2.797  1.962
H  -1.457  2.374  1.404
C  -1.421  -5.109  -2.295
C  -0.421  -5.493  -1.205
C  -0.578  -4.671  0.072
S  -0.221  -2.914  -0.185
O  -0.945  -2.158  0.928
C  1.525  -2.955  0.295
C  2.475  -3.354  -0.831
C  2.193  -2.656  -2.160
H  -1.193  -5.622  -3.229
H  -1.415  -4.036  -2.492
H  -2.435  -5.389  -2.001
H  0.598  -5.407  -1.583
H  -0.560  -6.543  -0.941
H  0.050  -5.024  0.888
H  -1.618  -4.676  0.408
H  1.621  -3.601  1.168
H  1.756  -1.937  0.616
H  2.468  -4.437  -0.965
H  3.475  -3.086  -0.480
H  1.276  -3.015  -2.631
H  3.012  -2.822  -2.861
H  2.081  -1.578  -2.018

Its total energy is -125959.9845 eV. Its energy above the lowest of the compared OMol25 structures with the same formula, charge and spin is 14.01 kcal per mole. As for the multiplicity: 6. Its LUMO energy (alpha / beta) is 0.37 / 0.14 eV. Its HOMO-LUMO gap (alpha / beta) is 0.2497 / 0.2930 hartree.

Löwdin atomic charge list, values in e, 6 entries: Ru 1.179; N 0.095; C -0.322; C -0.028; C -0.065; C -0.299